Entry 1:
The following is a quantum chemistry calculation of a 2-piece molecular cluster, C5H14 overall, from the OMol25 dataset.

Each line ends with the Mulliken charge.
Positions of all 19 atoms, in Å:
C1 1.99075 -0.40317 1.68881  -1.114
C2 -1.33168 -0.13201 -1.43069  -0.401
C3 0.35784 1.43646 0.91457  -1.357
C4 1.58686 0.52551 0.62594  -0.028
C5 -2.23181 -1.43291 -1.68248  -0.944
H1 -2.82958 -1.74076 -0.88883  0.326
H2 1.53092 0.30869 -0.49200  0.314
H3 -2.94839 -1.21272 -2.45141  0.283
H4 2.51955 1.17874 0.54499  0.204
H5 -0.20491 -0.33592 -1.23542  -0.056
H6 1.47048 -1.36521 1.60312  0.250
H7 1.75599 0.03354 2.64191  0.292
H8 -1.59933 -2.36787 -2.03813  0.234
H9 -1.39432 0.60319 -2.30214  0.323
H10 3.11089 -0.55499 2.02418  0.304
H11 0.18920 1.80745 1.94400  0.387
H12 -0.48633 0.85438 0.79992  0.348
H13 0.19738 2.27429 0.32519  0.442
H14 -1.68352 0.52330 -0.59152  0.193

Cartesian forces, eV/Å:
1.334 -2.156 1.851
0.453 0.392 -0.286
1.141 -1.062 2.314
2.063 4.290 -2.365
3.026 -0.027 -1.771
-0.598 -0.418 1.865
-0.059 -1.006 1.640
-0.168 0.076 -0.661
-1.171 -0.014 0.120
-2.156 0.095 -0.402
0.354 -0.023 0.375
-1.082 0.271 0.509
-1.195 2.022 0.703
0.214 -1.280 0.782
-1.675 -0.010 -1.979
0.978 -0.243 -0.103
-1.831 -1.336 -0.356
0.317 1.488 -1.617
0.054 -1.060 -0.620

Results
E_tot: -5410.211 eV
HOMO level: -10.58 eV
Total charge: 0
SMILES: CCC.CC
LUMO: 1.13 eV
Gap between HOMO and LUMO: 11.707 eV

Entry 2:
The following is a quantum chemistry calculation of a 2-piece molecular cluster, C5H14 overall, from the OMol25 dataset.

Each line ends with the Mulliken charge.
Positions of all 19 atoms, in Å:
C1 -1.70575 -0.03079 -0.63820  -0.600
C2 2.57488 0.24290 -0.65538  -1.211
C3 1.15319 -0.57034 1.28700  -1.147
C4 1.38034 0.58739 0.31248  -0.317
C5 -3.13327 0.05818 -0.05083  -0.959
H1 2.01045 -0.68598 2.01352  0.367
H2 -3.63588 -0.84329 -0.39543  0.292
H3 -1.72948 -0.10138 -1.71024  0.403
H4 -3.52288 0.86579 -0.57798  0.303
H5 -3.04460 0.09484 1.09016  0.269
H6 -1.26659 -1.02799 -0.31680  0.199
H7 0.62768 0.63075 -0.48347  0.105
H8 2.40823 -0.71697 -1.07537  0.329
H9 2.49484 0.91659 -1.54998  0.316
H10 -0.97482 0.74465 -0.10485  0.127
H11 3.65782 0.20039 -0.19623  0.267
H12 1.12020 -1.51676 0.72841  0.302
H13 0.33384 -0.43548 1.89167  0.376
H14 1.25179 1.58751 0.43155  0.580

Cartesian forces, eV/Å:
1.515 -0.764 3.093
1.354 1.581 0.828
2.829 0.421 -0.359
1.026 -3.644 -3.520
2.249 -1.606 0.889
-0.595 0.263 -0.814
-0.403 -0.017 0.392
0.304 0.725 -0.514
-1.456 1.735 0.046
-0.677 0.267 -1.746
-0.289 1.034 -0.300
-0.287 -1.174 0.264
-0.209 -1.147 -0.186
0.652 -0.263 0.913
-2.091 -1.402 -1.868
-2.074 0.460 -0.826
-0.267 0.351 0.161
-2.253 0.102 1.231
0.673 3.078 2.318

Results
E_tot: -5410.167 eV
HOMO level: -10.39 eV
Total charge: 0
SMILES: CCC.CC
LUMO: 1.09 eV
Gap between HOMO and LUMO: 11.481 eV